(1)
29
Properties=species:S:1:pos:R:3:forces:R:3 method="wB97M-V/def2-TZVPD" gap_ha=0.338 e_homo_ev=-8.50 lumo_ha=0.0251 spin_multiplicity=1
C -2.21849 -1.40731 -0.55924 -0.20 0.58 -0.25
C -0.97565 -0.38593 -0.71822 -2.76 -3.34 -1.53
C -1.73539 0.92690 -1.02727 -0.86 0.20 1.49
C -0.24891 -0.87037 -2.09755 -0.97 0.90 1.70
C 0.78530 0.08114 -2.35222 5.80 -1.10 0.71
C 1.79972 0.01505 -1.06620 -0.04 4.16 -5.40
C 1.27936 0.13590 0.22207 -1.81 -0.18 1.40
C 2.35023 0.59371 1.01018 -0.85 -2.96 3.74
C 2.17936 0.26897 2.42151 -4.69 0.16 -3.11
C 0.84844 -0.14843 2.86748 -0.13 0.11 -1.30
C -0.19724 -0.38889 1.93137 1.66 0.76 -2.89
C -0.08390 -0.31212 0.50465 4.44 1.89 1.64
H -2.99851 -0.74705 -1.45488 1.56 -3.33 3.21
H -2.47936 -1.18670 0.61370 -0.43 -1.19 -3.20
H -1.98020 -2.67744 -0.85554 -0.80 4.22 1.05
H -2.37794 0.74880 -1.94023 0.95 0.73 0.97
H -0.98829 1.68889 -1.11205 0.14 0.85 -0.56
H -2.15778 1.73591 0.70970 2.46 1.73 2.99
H -0.81335 -0.89290 -3.02647 -1.16 -0.48 0.52
H 0.33789 -1.76440 -1.99959 -0.67 -1.18 0.49
H 1.38042 -0.20194 -3.26658 -0.24 -0.04 0.84
H 0.56177 1.02854 -2.56649 -1.57 3.90 -0.49
H 2.14426 -0.94447 -1.23299 1.90 -1.86 0.03
H 2.55124 0.92029 -0.89821 -0.86 -2.32 -2.91
H 3.38620 0.68664 0.48760 -1.96 0.28 1.62
H 2.94853 0.50090 3.01625 2.56 0.50 2.75
H 0.33888 -0.30973 3.85624 1.95 0.42 -0.39
H -1.14142 -0.59651 2.25022 -2.43 -0.75 1.57
O -2.67616 1.36994 0.07500 -1.03 -2.67 -4.72



(2)
24
Properties=species:S:1:pos:R:3:forces:R:3 method="wB97M-V/def2-TZVPD" gap_ha=0.246 e_homo_ev=-6.18 lumo_ha=0.0187 spin_multiplicity=1
C -0.07044 -0.71100 0.42150 1.92 -1.27 0.03
C 0.02901 0.69233 0.27875 -1.29 0.57 0.08
C -1.35116 -1.06182 0.18419 1.41 1.04 -0.21
C -1.25372 1.16319 0.03755 0.79 -0.27 0.24
C 2.14693 0.06462 0.03459 -2.03 0.40 0.99
C 2.21090 -0.42408 -1.35411 1.23 -0.61 1.06
C 3.24607 -0.41042 0.92329 -0.03 0.94 -1.77
C -3.58820 0.22698 -0.03792 1.29 -0.80 -0.18
N -2.08068 0.08460 -0.04894 -2.41 1.32 0.04
N 1.36520 1.17523 0.32105 0.97 1.27 1.95
O -1.95398 -2.23053 0.00272 0.07 -3.66 -1.28
O -1.72513 2.41620 0.02163 -0.43 1.88 -0.22
H 2.60667 -1.48420 -1.27858 -0.86 1.20 -0.71
H 3.07117 0.23115 -1.60845 -0.24 -0.34 -1.14
H 1.28415 -0.25478 -1.88681 0.28 -0.14 -0.33
H 3.65211 0.38940 1.53577 0.49 -0.12 -0.10
H 3.88541 -1.03280 0.28034 0.61 0.67 0.66
H 2.72922 -1.08414 1.51827 -0.83 -1.31 1.62
H -3.90088 -0.81177 -0.35045 -0.31 1.49 0.22
H -4.00017 0.50759 0.94931 0.40 -0.52 -0.14
H -3.90209 1.06825 -0.70048 0.26 -1.08 -0.09
H 1.64153 1.83596 1.16427 -0.62 -2.17 -2.14
H -1.35484 -2.91094 -0.48709 -1.40 2.19 1.44
H -2.68707 2.56097 0.07961 0.73 -0.72 -0.03



(3)
137
Properties=species:S:1:pos:R:3:forces:R:3 method="wB97M-V/def2-TZVPD" gap_ha="0.303 / 0.111" s_squared=0.76 e_homo_ev="-10.42 / -10.42" lumo_ha="-0.0800 / -0.2718" charge=+1 spin_multiplicity=2
C 1.13856 1.57863 -3.10440 1.17 0.92 0.45
O 1.92252 1.84869 -1.92383 -1.07 1.03 -1.54
H 1.60719 2.16891 -3.89183 0.30 -0.38 -0.26
H 1.09548 0.52871 -3.39407 0.08 -0.09 0.09
H 0.14160 2.01920 -3.11309 -0.51 -0.20 0.68
H 1.94551 1.11626 -1.30366 0.22 -1.12 0.32
C 0.94913 -5.58407 4.02052 0.00 -0.61 0.28
O -0.15440 -5.33001 4.91436 0.49 0.22 -1.07
H 0.70399 -5.39608 2.97521 -0.60 0.49 0.23
H 1.85398 -5.02093 4.24902 -0.09 0.20 0.24
H 1.22498 -6.63837 3.99910 0.00 -0.19 0.37
H 0.10750 -5.51767 5.81867 0.21 -0.10 -0.05
C 0.57840 -0.70663 6.80346 -0.17 0.48 -0.79
O 1.85327 -0.47723 7.34535 0.09 0.05 0.52
H 0.43156 0.02403 6.00805 -0.15 -0.23 -0.60
H 0.56631 -1.71802 6.39720 -0.22 0.10 0.13
H -0.26536 -0.50569 7.46361 0.09 -0.46 0.55
H 1.86768 0.45820 7.56067 0.37 0.03 0.20
C -2.35763 -0.58114 -2.90094 0.60 -0.05 -0.37
C -3.44296 -1.36931 -3.63848 0.40 -0.24 0.98
C -3.08928 -2.91008 -3.70162 -0.27 0.66 -1.22
O -2.07012 -3.22452 -4.63693 -0.17 0.59 0.07
C -2.48680 -3.06887 -6.00780 0.93 -0.80 0.09
N -4.68037 -1.20142 -2.86993 -0.34 -0.24 0.08
H -1.37179 -0.71021 -3.34766 0.02 -0.38 -0.07
H -2.29448 -0.87972 -1.85454 -0.07 -0.14 -0.05
H -2.47166 0.50279 -2.91517 -0.53 0.10 -0.10
H -3.66760 -0.92872 -4.60983 0.32 -0.30 -0.17
H -3.94192 -3.51092 -4.01802 -0.64 0.25 0.11
H -2.84533 -3.26627 -2.70076 0.54 0.11 -0.01
H -1.75082 -3.60315 -6.60862 0.15 -0.06 0.16
H -2.44088 -2.04879 -6.38917 -0.43 0.19 0.39
H -3.42338 -3.59297 -6.19818 -0.34 0.37 0.14
H -5.45119 -1.62372 -3.36754 -0.42 0.17 -0.17
H -4.65373 -1.67594 -1.97874 0.49 -0.51 0.31
C 3.02348 -3.92664 -3.40901 2.03 -0.12 -0.18
C 1.56293 -3.98862 -3.37796 -1.09 1.00 0.68
C 0.95092 -2.92218 -2.39582 0.13 -0.76 0.11
O 1.55808 -2.88640 -1.10322 0.46 -0.60 -0.24
C 1.24988 -3.99643 -0.27067 -0.60 0.09 -0.50
N 1.03269 -3.75848 -4.71138 -0.61 -0.57 -0.32
H 3.38491 -4.06450 -2.38996 0.43 0.31 -0.09
H 3.44920 -3.06535 -3.92384 -0.26 0.55 0.55
H 3.45736 -4.72684 -4.00861 -0.26 -0.47 0.07
H 1.36688 -5.00856 -3.04722 -0.70 -0.07 0.45
H -0.11641 -3.08479 -2.24598 -0.40 -0.41 -0.12
H 0.99696 -1.90810 -2.79286 0.55 -0.03 -0.20
H 1.44282 -4.97475 -0.71087 0.35 0.05 -0.30
H 0.17197 -3.96627 -0.11163 -0.26 -0.12 0.49
H 1.79384 -3.94404 0.67245 -0.01 0.34 -0.12
H 0.02394 -3.71865 -4.68078 -0.47 0.59 0.35
H 1.10797 -4.66628 -5.14766 0.60 -0.13 -0.72
C -5.16851 2.40861 0.55406 0.49 0.13 0.66
C -4.48183 1.22593 -0.17348 -1.23 1.29 0.64
C -4.19222 0.15449 0.85289 -0.27 -1.76 0.03
O -3.66241 -0.99272 0.17193 0.23 0.15 -0.23
C -2.91101 -1.98291 0.89327 -0.66 -0.31 0.23
N -5.36620 0.87098 -1.25396 2.40 -0.03 0.83
H -5.50524 3.24121 -0.06358 0.37 -0.12 -0.19
H -4.39698 2.72060 1.25797 -0.26 0.50 0.10
H -6.03273 2.06950 1.12523 0.04 -0.19 -0.08
H -3.55771 1.59868 -0.61525 0.34 0.20 -0.25
H -5.11194 -0.10601 1.37668 -0.52 -0.25 -0.24
H -3.58416 0.46294 1.70332 0.72 0.56 -0.48
H -2.27190 -1.55583 1.66608 0.02 0.13 -0.10
H -2.33117 -2.61245 0.21832 0.32 0.71 -0.48
H -3.56169 -2.74555 1.32117 -0.43 0.34 0.50
H -5.26524 1.47395 -2.05791 -0.66 0.77 -0.18
H -5.11921 -0.05555 -1.57119 -1.03 -1.73 -0.93
C -1.92834 3.90508 -1.52183 -0.30 1.01 -1.27
C -0.78021 4.94803 -1.78354 -0.29 -0.69 1.36
C -1.23641 6.42991 -1.76136 -0.19 -0.60 -0.33
O -2.04768 6.64968 -2.88788 0.71 -0.88 -0.59
C -2.61042 7.92858 -2.94532 -0.47 -0.85 0.35
N 0.23759 4.72501 -0.73882 -0.17 0.82 -0.34
H -2.55469 4.15804 -0.66637 0.21 0.18 0.29
H -1.56502 2.88293 -1.41549 0.38 0.04 0.07
H -2.58897 3.90897 -2.38880 -0.27 -0.06 -0.16
H -0.32247 4.75954 -2.75464 -0.15 -0.02 -0.11
H -0.37682 7.10011 -1.76755 0.40 -0.08 -0.15
H -1.81787 6.72935 -0.88939 -0.08 -0.45 0.63
H -3.38321 7.92972 -2.17661 -0.31 0.64 0.14
H -3.08359 7.95944 -3.92677 0.17 0.64 0.08
H -1.86993 8.69827 -2.72770 -0.05 0.27 -0.37
H 0.27815 3.73704 -0.53300 0.41 -0.20 -0.24
H -0.14518 5.14844 0.09443 0.08 0.12 0.41
C 4.98443 -2.34883 -0.40153 0.56 0.33 -0.91
C 5.46355 -1.79972 0.92504 0.31 -1.51 0.88
C 6.91900 -1.23758 1.03436 0.22 -1.56 0.11
O 7.85765 -2.15473 0.45108 0.37 0.20 -1.02
C 9.23793 -1.69726 0.37945 -1.43 -0.25 -0.08
N 4.51665 -0.85271 1.43629 -0.23 1.60 0.39
H 3.96769 -2.74062 -0.43050 -0.15 0.17 0.65
H 5.60022 -3.17395 -0.75943 0.30 0.19 0.01
H 4.98896 -1.54081 -1.13309 0.12 -0.01 -0.28
H 5.35954 -2.62367 1.63101 0.92 -0.66 0.00
H 7.24539 -1.28170 2.07340 -0.64 0.75 0.53
H 6.96412 -0.21498 0.65970 0.18 0.07 -0.35
H 9.24951 -0.74475 -0.15036 0.26 0.24 0.30
H 9.82583 -2.40107 -0.20974 -0.38 -0.19 -0.02
H 9.68201 -1.67134 1.37455 -0.02 0.40 0.11
H 4.91480 -0.32733 2.20151 0.32 0.40 0.02
H 3.73825 -1.29476 1.90404 0.00 -0.29 -0.32
C -0.38582 0.29787 -0.08436 0.77 -1.24 0.35
C 0.94227 0.17984 0.71157 0.17 -0.62 0.65
C 0.83699 -0.83965 1.89885 -0.49 0.43 -1.13
O 2.03133 -1.00477 2.64654 -0.86 0.69 -0.60
C 1.96888 -2.09969 3.49518 0.78 -0.91 1.28
N 2.06795 -0.22767 -0.15510 -0.48 0.29 0.44
H -1.27102 0.51158 0.51467 0.25 0.70 0.18
H -0.61837 -0.69565 -0.46767 0.19 -0.23 -0.37
H -0.21851 0.95461 -0.93806 -0.30 0.15 0.18
H 1.19059 1.17350 1.08451 0.09 0.07 0.19
H 0.60867 -1.76550 1.37086 -0.18 -0.50 0.16
H 0.02429 -0.60797 2.58728 -0.23 0.13 0.07
H 1.03035 -2.28129 4.01890 -0.36 0.55 -0.04
H 2.74891 -1.95474 4.24261 -0.09 0.11 0.21
H 2.20840 -3.07056 3.06140 0.03 -0.01 -0.83
H 2.84470 -0.40293 0.46622 0.89 1.01 0.10
H 2.00259 -1.17330 -0.50384 -1.02 -0.22 -0.45
C -2.77084 4.62385 2.87509 0.30 -0.95 0.31
C -1.26229 4.47747 2.87690 0.16 -0.99 0.67
C -0.73122 3.16490 2.24267 -0.07 0.53 -0.36
O -1.28246 1.94609 2.71165 -0.17 0.07 -0.29
C -0.86231 1.61539 4.00137 -0.29 -0.23 1.33
N -0.74114 5.61060 2.14992 -0.06 0.09 -0.16
H -3.06737 4.45711 1.83955 -0.59 0.33 0.08
H -3.08922 5.57369 3.30468 0.07 0.23 -0.47
H -3.20988 3.88773 3.54849 -0.14 -0.32 -0.28
H -0.92625 4.43149 3.91279 0.09 0.36 0.35
H 0.35010 3.12165 2.37294 0.28 0.15 0.06
H -0.90259 3.23164 1.16830 -0.25 -0.27 -0.03
H -1.39417 0.73909 4.37196 -0.43 0.00 -0.32
H -1.07123 2.41951 4.70695 -0.05 0.12 0.11
H 0.17715 1.32877 4.16095 0.51 0.30 -0.78
H -1.26317 6.40165 2.49895 0.41 0.45 -0.19
H 0.24918 5.75937 2.28114 0.10 0.10 0.14



(4)
23
Properties=species:S:1:pos:R:3:forces:R:3 method="wB97M-V/def2-TZVPD" gap_ha=0.325 e_homo_ev=-8.00 lumo_ha=0.0309 spin_multiplicity=1
C 2.17794 0.18807 0.53558 -1.73 0.19 1.09
C 0.06800 -0.22635 -0.78968 -6.01 0.59 -0.85
C 0.24849 0.35001 0.50767 6.15 0.09 0.86
C -1.87858 -0.07906 -0.79223 2.13 -0.51 -1.54
C -0.02312 1.82200 0.71299 -0.13 -0.13 -0.03
C -2.52138 -1.19784 -0.00464 0.13 -0.03 0.18
O 2.75187 0.98122 -0.47218 -0.48 0.07 0.03
O 2.67001 -1.12436 0.46848 -0.56 0.30 -0.10
O 0.37748 -1.55332 -0.99814 0.21 -0.44 0.11
H 2.30201 -1.51712 -0.34242 0.09 0.08 0.24
H 3.71388 0.97797 -0.33291 -0.41 -0.08 -0.06
H 0.03389 -2.09175 -0.26803 0.08 0.23 -0.14
H 2.44469 0.57120 1.52586 0.05 -0.09 -0.03
H 0.40219 0.36572 -1.63830 0.06 -0.06 0.17
H -0.03518 -0.29651 1.33758 -0.08 0.01 -0.05
H -2.28789 0.89271 -0.51199 0.56 0.07 0.20
H -2.06972 -0.17913 -1.86322 -0.19 -0.17 0.05
H -1.05494 1.98711 1.02866 0.03 0.04 -0.03
H 0.63258 2.22635 1.48867 -0.08 -0.06 -0.05
H 0.15306 2.39218 -0.20153 0.00 -0.09 0.03
H -3.60966 -1.22680 -0.14894 0.21 0.05 -0.02
H -2.14275 -2.17616 -0.31438 -0.03 -0.01 0.02
H -2.35285 -1.08616 1.07311 0.01 -0.05 -0.08



(5)
26
Properties=species:S:1:pos:R:3:forces:R:3 method="wB97M-V/def2-TZVPD" gap_ha=0.346 e_homo_ev=-6.26 lumo_ha=0.1157 charge=-1 spin_multiplicity=1
B -0.75928 -0.53171 1.17300 -0.92 0.09 0.49
H 0.17877 -0.29523 0.48719 0.40 0.25 -0.69
H -1.89057 -0.33356 0.63437 0.66 -0.08 0.06
H -0.68409 -1.71155 1.48408 -0.07 -0.25 0.23
H -0.69954 0.18733 2.19269 -0.03 -0.30 -0.22
O 2.19164 -1.25530 2.63760 1.09 -1.32 -0.21
H 1.27914 -1.19455 2.42084 -1.64 -0.15 -0.69
H 2.32775 -0.44558 3.07966 0.49 1.49 0.82
O 0.81956 2.87562 2.36556 0.68 0.60 0.03
H 1.15125 3.34536 1.58001 -0.43 -0.48 0.35
H 0.36522 2.09612 2.03805 -0.23 -0.20 -0.23
O -1.92254 -1.06426 -2.33621 0.16 -0.49 -0.84
H -1.64284 -1.98818 -2.45743 -0.19 0.27 0.27
H -1.94332 -0.97781 -1.38474 -0.09 0.24 0.85
O -1.01372 -3.39124 -0.87246 1.89 -1.04 -0.88
H -0.04998 -3.63282 -0.99547 -1.69 0.37 0.13
H -0.96485 -2.83284 -0.09923 -0.14 0.73 0.85
O 1.67654 1.75912 -0.98392 1.04 1.35 1.21
H 2.27108 1.15984 -0.54302 0.27 -0.27 0.42
H 1.33793 1.25329 -1.70488 -0.95 -0.84 -1.20
O -0.89008 2.35492 -0.17128 -0.14 0.23 0.18
H -1.30203 1.64596 0.33031 -0.38 -0.22 0.04
H 0.03241 2.06432 -0.16497 0.21 0.07 -0.49
O 0.38837 0.34609 -2.76486 2.97 0.83 -0.34
H 0.00806 0.79048 -3.49141 -0.71 0.78 -1.15
H -0.26489 -0.22384 -2.45347 -2.27 -1.66 1.03



| no. | electronic energy (Eh) |
| --- | --- |
| 1 | -541.84420 |
| 2 | -571.82296 |
| 3 | -2369.64100 |
| 4 | -462.63394 |
| 5 | -562.35641 |